Entry 1:
{
  "formula": "C8H16BF2IrO4",
  "method": "wB97M-V/def2-TZVPD",
  "de_lowest_kj_mol": 347.9,
  "charge": 3,
  "lumo_ev": [-15.95, -15.81],
  "multiplicity": 2,
  "s2": 0.757,
  "homo_lumo_gap_ev": [4.2, 4.1],
  "homo_ha": [-0.7393, -0.7317],
  "elements": ["Ir", "C", "C", "O", "C", "C", "O", "C", "C", "O", "C", "C", "O", "H", "H", "H", "H", "H", "H", "H", "H", "H", "H", "H", "H", "H", "H", "H", "H", "F", "B", "F"],
  "coordinates": [[-0.163270, -0.173490, -0.366199], [2.060588, -1.433585, -1.616633], [2.505126, -0.050127, -1.173596], [1.281754, 0.815287, -1.268789], [1.247734, 2.259038, -0.878543], [0.858576, 2.407571, 0.587709], [-0.111878, 1.328692, 0.914072], [-0.318054, 1.788523, 3.843798], [-1.502688, -0.401029, 2.216607], [-0.864004, -1.228314, 1.124076], [0.175836, -2.261730, 1.440247], [0.563312, -2.894474, 0.115862], [0.793547, -1.807520, -0.898281], [2.816100, -2.196931, -1.434528], [1.766930, -1.438338, -2.665430], [3.247917, 0.345046, -1.867978], [2.864701, 0.000411, -0.145794], [0.486263, 2.670324, -1.539548], [2.212991, 2.707125, -1.112187], [0.364293, 3.368556, 0.734349], [1.691245, 2.291739, 1.278936], [-0.600347, 2.838763, 3.783558], [0.719278, 1.459343, 3.768203], [-2.573496, -0.532077, 2.041628], [-1.252595, -0.880011, 3.161333], [-0.280185, -3.003589, 2.097339], [0.993433, -1.746836, 1.945221], [-0.256446, -3.471043, -0.309856], [1.458887, -3.509815, 0.191707], [-1.028597, 1.090577, 4.690275], [-1.144805, 1.180196, 2.019830], [-2.098911, 2.077116, 1.950054]],
  "forces_ev_per_angstrom": [[0.45, -0.11, 0.19], [-0.15, -0.18, 0.00], [-0.30, 0.37, 0.00], [0.66, 0.75, -0.83], [0.09, -0.60, -0.26], [0.03, 0.21, -0.06], [-0.87, 0.46, 1.40], [-0.38, -0.82, 2.86], [1.07, -1.96, -0.24], [-1.40, 0.09, 1.75], [-0.23, 0.15, 0.07], [0.07, 0.20, -0.50], [-0.03, -0.03, 0.16], [0.02, 0.06, 0.06], [0.04, -0.05, 0.02], [0.01, -0.04, 0.02], [0.07, -0.08, -0.03], [0.02, 0.00, 0.00], [0.00, 0.05, 0.13], [0.06, 0.01, -0.01], [0.03, -0.05, -0.03], [-0.34, 0.09, -0.39], [-0.02, -0.26, -0.37], [-0.14, 0.33, -0.07], [0.03, 0.13, 0.07], [0.01, -0.01, -0.01], [0.05, -0.03, -0.03], [0.05, -0.05, 0.02], [0.00, 0.03, 0.10], [0.85, 0.95, -1.05], [-0.20, 0.40, -3.56], [0.41, -0.03, 0.61]]
}

Entry 2:
{
  "formula": "CHCl3N2",
  "method": "wB97M-V/def2-TZVPD",
  "de_lowest_kj_mol": 432.2,
  "lumo_ev": [-0.59, -0.55],
  "homo_lumo_gap_ev": [8.1, 8.1],
  "homo_ha": [-0.3204, -0.3178],
  "elements": ["C", "N", "N", "Cl", "Cl", "Cl", "H"],
  "coordinates": [[0.521823, -0.638857, 0.399588], [-0.165880, 0.601775, -2.023298], [-0.262972, 0.313244, 0.834217], [2.058010, -0.825877, 1.101941], [-0.158785, -0.889970, -2.306210], [-1.936761, 0.603767, 0.420651], [-0.055436, 0.835919, 1.573110]],
  "forces_ev_per_angstrom": [[-2.24, -0.33, -0.67], [0.06, 2.20, 0.03], [0.33, -3.04, -2.55], [0.01, 0.79, 0.59], [-0.16, -2.16, -1.18], [0.98, -0.56, -0.07], [1.01, 3.10, 3.85]]
}

The following E values (in eV) correspond, in order, to the records above: -25658.48401, -41593.11815.